Entry 1:
The following is a DFT calculation (ωB97M-V/def2-TZVPD) of a molecular structure, C31H35ClN2PmSi2.

Computed properties:
E   -80522.6757 eV
⟨S²⟩   6.01
Energy above the lowest of the compared OMol25 structures with the same formula, charge and spin   0.000 eV
Largest force on an atom   2.4 eV/A
Kohn-Sham gap (spin up / spin down)   0.22034 / 0.22091 Eh

Geometry as ORCA input:
```
! wB97M-V def2-TZVPD RIJCOSX def2/J DEFGRID3
* xyz 1 5
C -0.551 3.073 4.829
C 0.465 3.227 3.842
C -0.162 3.182 2.562
H 1.528 3.394 4.038
C -1.564 2.998 2.759
C -1.810 2.924 4.158
H -2.793 2.860 4.631
H -0.422 3.153 5.909
H 0.326 3.337 1.597
H -2.318 2.981 1.969
Pm -0.483 0.803 3.564
Si -0.107 -1.575 -2.309
C 1.285 -2.662 -2.871
C 1.097 -4.029 -3.104
H 0.146 -4.495 -2.836
C 2.121 -4.777 -3.695
H 1.959 -5.831 -3.924
C 3.348 -4.180 -4.006
H 4.154 -4.770 -4.446
C 3.542 -2.819 -3.751
H 4.491 -2.340 -3.991
C 2.512 -2.061 -3.191
H 2.665 -0.997 -2.992
C -1.336 -1.446 -3.677
C -0.765 -1.241 -4.946
H 0.324 -1.272 -5.064
C -1.577 -1.001 -6.056
H -1.111 -0.812 -7.024
C -2.969 -1.009 -5.921
H -3.600 -0.812 -6.791
C -3.539 -1.285 -4.670
H -4.626 -1.330 -4.579
C -2.733 -1.500 -3.544
H -3.175 -1.723 -2.570
H 0.518 -0.253 -2.386
Si 0.160 0.279 0.702
C -0.814 1.137 -0.619
C -0.154 1.865 -1.643
H 0.900 1.675 -1.856
C -0.846 2.822 -2.387
H -0.323 3.349 -3.185
C -2.187 3.091 -2.113
H -2.706 3.884 -2.654
C -2.870 2.319 -1.164
H -3.930 2.502 -0.985
C -2.206 1.318 -0.450
H -2.747 0.710 0.280
C 1.955 0.029 0.322
C 2.770 1.195 0.370
H 2.344 2.136 0.731
C 4.114 1.144 -0.005
H 4.721 2.052 0.011
C 4.684 -0.071 -0.403
H 5.720 -0.110 -0.742
C 3.913 -1.237 -0.381
H 4.355 -2.183 -0.702
C 2.571 -1.199 0.014
H 1.979 -2.116 0.057
H -0.683 -1.898 -0.970
Cl -0.857 -1.406 1.657
N 0.315 0.291 5.877
C -0.730 -0.014 6.933
C -2.119 0.349 6.459
N -2.284 -0.077 5.031
H 0.996 -0.470 5.855
H 0.891 1.092 6.163
H -0.677 -1.083 7.166
H -0.481 0.544 7.840
H -2.875 -0.134 7.096
H -2.291 1.430 6.508
H -2.235 -1.097 4.982
H -3.215 0.170 4.688
*
```

=====

Entry 2:
The following is a DFT calculation (ωB97M-V/def2-TZVPD) of a molecular structure, C31H35ClN2Si2Y.

Computed properties:
E   -65011.6206 eV
Energy above the lowest of the compared OMol25 structures with the same formula, charge and spin   0.000 eV
Largest force on an atom   3.4 eV/A
Kohn-Sham gap   0.25924 Eh

Geometry as ORCA input:
```
! wB97M-V def2-TZVPD RIJCOSX def2/J DEFGRID3
* xyz 1 1
C -2.921 3.502 1.400
C -2.021 2.434 1.713
C -0.813 2.676 0.997
H -2.188 1.610 2.413
C -0.983 3.851 0.197
C -2.280 4.368 0.458
H -2.652 5.345 0.134
H -3.859 3.720 1.916
H 0.125 2.133 1.118
H -0.222 4.318 -0.428
Y -2.578 2.111 -0.747
Si -0.947 -2.243 -0.849
C -1.228 -2.588 0.971
C -1.686 -3.853 1.413
H -2.075 -4.572 0.683
C -1.608 -4.219 2.770
H -1.881 -5.229 3.084
C -1.171 -3.285 3.712
H -1.089 -3.562 4.762
C -0.782 -2.000 3.305
H -0.483 -1.254 4.049
C -0.812 -1.648 1.947
H -0.511 -0.634 1.639
C 1.870 0.576 -0.180
C 2.650 0.952 0.933
H 2.858 0.204 1.700
C 3.156 2.266 1.042
H 3.661 2.598 1.953
C 3.002 3.132 -0.043
H 3.544 4.071 -0.069
C 2.130 2.810 -1.082
H 1.912 3.527 -1.875
C 1.458 1.589 -1.077
H 0.672 1.380 -1.803
H -1.358 -0.786 -1.018
Si 1.615 -1.120 -0.946
C 3.232 -1.054 -1.981
C 4.416 -1.561 -1.417
H 4.380 -2.248 -0.560
C 5.686 -1.132 -1.867
H 6.589 -1.528 -1.407
C 5.778 -0.135 -2.848
H 6.750 0.293 -3.124
C 4.612 0.348 -3.452
H 4.674 1.128 -4.212
C 3.353 -0.152 -3.063
H 2.457 0.223 -3.550
C 2.033 -2.765 -0.024
C 2.549 -2.728 1.280
H 2.955 -1.799 1.675
C 2.554 -3.882 2.076
H 2.944 -3.817 3.102
C 2.108 -5.100 1.548
H 2.058 -5.985 2.181
C 1.725 -5.186 0.196
H 1.429 -6.150 -0.248
C 1.724 -4.025 -0.595
H 1.439 -4.085 -1.651
H -1.965 -3.062 -1.537
Cl -2.863 0.752 -2.858
N -4.151 3.504 -1.812
C -5.598 3.366 -1.351
C -5.901 1.967 -0.843
N -4.806 1.507 0.114
H -3.867 4.492 -1.776
H -4.057 3.245 -2.816
H -5.746 4.106 -0.558
H -6.268 3.607 -2.188
H -6.860 1.987 -0.308
H -5.966 1.232 -1.660
H -4.968 1.946 1.037
H -4.932 0.509 0.309
*
```

=====

Entry 3:
The following is a DFT calculation (ωB97M-V/def2-TZVPD) of 7 unconnected molecules or ions with the total composition C31H35F6NO18P.

Computed properties:
E   -96653.2086 eV
Energy above the lowest of the compared OMol25 structures with the same formula, charge and spin   0.290 eV
Largest force on an atom   1.0 eV/A
Kohn-Sham gap   0.22605 Eh

Geometry as ORCA input:
```
! wB97M-V def2-TZVPD RIJCOSX def2/J DEFGRID3
* xyz -1 1
C -0.447 -0.358 -2.959
C 0.571 0.259 -2.029
C 0.379 1.570 -1.591
C 1.275 2.143 -0.693
C 2.395 1.442 -0.215
C 3.277 2.066 0.814
P 2.268 2.367 2.463
C 1.177 2.637 4.010
C 1.361 3.675 4.912
C 0.471 3.787 5.971
C -0.563 2.885 6.133
N -0.760 1.867 5.283
C 0.102 1.796 4.271
C 2.605 0.153 -0.702
C 1.697 -0.426 -1.593
H 0.022 -1.070 -3.633
H -1.204 -0.856 -2.362
H -0.929 0.440 -3.516
H -0.479 2.112 -1.938
H 1.075 3.146 -0.347
H 3.706 3.000 0.453
H 4.076 1.356 1.035
H 2.943 1.232 3.118
H 1.244 1.419 1.982
H 1.575 3.505 1.811
H 3.309 3.255 2.998
H 2.169 4.381 4.779
H 0.582 4.589 6.691
H -1.257 2.979 6.955
H -0.050 0.986 3.564
H 3.468 -0.395 -0.356
H 1.886 -1.442 -1.921
C -4.099 -3.380 -1.656
C -5.329 -3.166 -2.498
O -5.472 -1.756 -2.460
C -4.223 -1.225 -2.283
O -3.949 -0.087 -2.466
O -3.352 -2.179 -1.888
F -6.432 -3.748 -1.965
H -4.346 -3.463 -0.597
H -3.516 -4.246 -1.955
H -5.234 -3.486 -3.538
C -2.695 4.010 -4.952
C -1.855 4.267 -3.722
O -0.544 4.000 -4.194
C -0.525 4.248 -5.530
O 0.458 4.364 -6.182
O -1.789 4.358 -6.008
F -2.148 3.412 -2.720
H -2.963 2.956 -5.034
H -3.593 4.619 -4.997
H -1.900 5.290 -3.345
C 0.548 -4.575 -0.944
C 0.891 -5.713 -1.875
O -0.092 -6.682 -1.548
C -1.186 -6.011 -1.084
O -2.268 -6.483 -0.972
O -0.869 -4.731 -0.797
F 2.122 -6.226 -1.632
H 1.028 -4.694 0.028
H 0.788 -3.594 -1.345
H 0.813 -5.468 -2.936
C -1.790 -1.014 2.821
C -1.631 -1.013 1.317
O -2.380 -2.167 0.934
C -3.342 -2.353 1.871
O -4.292 -3.056 1.730
O -3.084 -1.625 2.975
F -0.354 -1.188 0.920
H -1.034 -1.639 3.299
H -1.774 -0.022 3.265
H -2.042 -0.132 0.818
C 1.070 -1.096 6.787
C 2.064 -1.005 7.919
O 3.282 -1.320 7.281
C 3.166 -0.946 5.961
O 4.076 -0.843 5.219
O 1.863 -0.716 5.665
F 1.818 -1.923 8.895
H 0.711 -2.118 6.656
H 0.222 -0.423 6.896
H 2.139 -0.017 8.376
C 2.268 1.824 -4.781
C 3.465 0.974 -5.145
O 2.878 -0.298 -5.382
C 1.598 -0.079 -5.792
O 0.906 -0.901 -6.296
O 1.226 1.193 -5.543
F 4.356 0.870 -4.131
H 2.036 1.755 -3.715
H 2.370 2.868 -5.066
H 3.995 1.295 -6.044
*
```

=====

Entry 4:
The following is a DFT calculation (ωB97M-V/def2-TZVPD) of a molecular structure, C31H35N4NiO3PS2.

Computed properties:
E   -116810.2838 eV
⟨S²⟩   2.01
Largest force on an atom   2.9 eV/A
Kohn-Sham gap (spin up / spin down)   0.24595 / 0.22245 Eh

Geometry as ORCA input:
```
! wB97M-V def2-TZVPD RIJCOSX def2/J DEFGRID3
* xyz 2 3
Ni -0.237 -0.061 -0.027
S 3.548 -3.651 2.094
C 4.474 -5.003 2.550
C 3.957 -6.179 2.074
C 2.789 -5.994 1.328
C 2.414 -4.668 1.233
C 1.296 -4.091 0.548
C 1.212 -2.684 0.425
N 0.220 -2.069 -0.161
C -0.783 -2.780 -0.719
C -0.765 -4.196 -0.717
C -1.799 -4.894 -1.415
C -2.807 -4.231 -2.027
C -2.894 -2.806 -1.970
C -3.971 -2.100 -2.500
C -3.999 -0.708 -2.426
C -2.893 -0.071 -1.810
N -1.885 -0.720 -1.272
C -1.870 -2.077 -1.318
C -5.082 0.053 -2.972
C -6.179 -0.414 -3.674
C -7.055 0.604 -4.058
C -6.631 1.845 -3.658
S -5.164 1.793 -2.803
C 0.276 -4.838 -0.041
H 5.347 -4.860 3.158
H 4.403 -7.137 2.266
H 2.247 -6.802 0.873
H 2.011 -2.066 0.811
H -1.748 -5.971 -1.446
H -3.570 -4.758 -2.581
H -4.775 -2.647 -2.964
H -2.855 1.012 -1.789
H -6.343 -1.448 -3.915
H -7.961 0.438 -4.610
H -7.107 2.790 -3.828
H 0.276 -5.914 0.022
C -3.998 0.870 2.928
C -2.627 1.521 2.993
O -1.620 0.533 3.223
P -0.836 -0.285 2.087
O 0.712 0.097 2.221
C 1.540 -0.053 3.398
C 1.393 1.122 4.347
O -0.801 -1.744 2.754
C -1.964 -2.523 3.044
C -1.776 -3.247 4.367
H -4.766 1.628 2.793
H -4.195 0.339 3.857
H -4.033 0.160 2.101
H -2.571 2.209 3.842
H -2.403 2.073 2.072
H 2.563 -0.117 3.015
H 1.282 -0.991 3.895
H 1.463 2.061 3.803
H 2.189 1.090 5.085
H 0.445 1.084 4.876
H -2.103 -3.237 2.224
H -2.846 -1.881 3.097
H -1.025 -4.026 4.281
H -2.722 -3.700 4.648
H -1.473 -2.546 5.139
C 1.925 -0.232 -4.960
C 1.894 0.218 -3.554
C 2.852 0.804 -2.748
C 2.275 0.935 -1.481
N 1.018 0.479 -1.513
N 0.811 0.040 -2.775
C 2.914 1.482 -0.260
H 2.849 0.073 -5.439
H 1.086 0.177 -5.521
H 1.860 -1.319 -5.003
H 3.835 1.112 -3.033
H -0.084 -0.328 -3.059
H 3.910 1.836 -0.506
H 2.991 0.718 0.513
H 2.332 2.310 0.142
*
```

=====

Entry 5:
The following is a DFT calculation (ωB97M-V/def2-TZVPD) of a molecular structure, C31H36BN3O4ReS3SbSi.

Computed properties:
E   -95123.3089 eV
⟨S²⟩   2.05
Energy above the lowest of the compared OMol25 structures with the same formula, charge and spin   2.404 eV
Largest force on an atom   0.6 eV/A
Kohn-Sham gap (spin up / spin down)   0.23661 / 0.21756 Eh

Geometry as ORCA input:
```
! wB97M-V def2-TZVPD RIJCOSX def2/J DEFGRID3
* xyz 0 3
Re 0.713 0.013 1.709
S -0.538 -1.740 5.178
Sb 1.005 -2.244 3.594
S 2.842 -0.357 2.217
S 2.959 -0.837 4.261
C -1.274 4.299 1.222
Si 0.335 3.356 1.379
C 1.614 4.116 0.238
C 1.269 2.234 4.018
N 0.041 1.675 0.911
C -0.982 1.445 -0.046
C -1.228 2.262 -1.145
C -2.331 2.048 -1.959
C -3.210 1.009 -1.691
C -2.954 0.149 -0.631
C -1.833 0.362 0.140
O -1.462 -0.499 1.189
C -1.741 -1.872 1.010
C -1.471 -2.508 -0.189
C -1.693 -3.873 -0.281
C -2.178 -4.580 0.815
C -2.450 -3.915 2.001
C -2.240 -2.544 2.102
H -1.245 5.214 1.814
H -2.123 3.707 1.568
H -1.457 4.581 0.185
H 2.192 4.887 0.754
H 1.152 4.583 -0.635
H 2.312 3.352 -0.116
H 1.257 2.523 5.072
H 2.239 1.792 3.813
H 0.460 0.403 4.412
H -0.540 3.071 -1.361
H -2.504 2.698 -2.807
H -4.082 0.852 -2.311
H -3.604 -0.691 -0.425
H -1.085 -1.949 -1.034
H -1.469 -4.383 -1.209
H -2.342 -5.647 0.741
H -2.829 -4.455 2.858
H -2.432 -2.012 3.023
N -1.247 6.126 5.777
C -1.873 5.136 5.078
O -3.081 5.097 4.952
C -0.981 4.106 4.443
C -1.601 2.780 4.300
C -1.084 1.577 4.024
N 0.261 1.195 3.794
C 1.053 3.496 3.166
C 0.190 4.470 3.907
H -1.831 6.801 6.241
H -0.293 6.029 6.070
H -2.674 2.794 4.454
H -1.754 0.726 3.986
H 2.040 3.937 3.009
H 0.509 5.505 3.969
C 1.741 -1.909 -6.367
C 1.891 -3.239 -5.627
C 3.241 -3.856 -6.022
C 0.756 -4.169 -6.076
C 1.828 -3.063 -4.108
C 2.025 -4.175 -3.283
C 1.966 -4.103 -1.892
C 1.700 -2.869 -1.345
O 1.566 -2.513 -0.026
B 1.241 -1.140 -0.024
O 1.240 -0.669 -1.353
C 1.505 -1.761 -2.144
C 1.561 -1.823 -3.518
H 1.817 -2.083 -7.442
H 2.524 -1.202 -6.086
H 0.770 -1.447 -6.174
H 3.319 -3.924 -7.110
H 3.361 -4.862 -5.617
H 4.067 -3.243 -5.655
H 0.792 -4.317 -7.159
H -0.216 -3.741 -5.820
H 0.830 -5.148 -5.599
H 2.230 -5.139 -3.733
H 2.119 -4.973 -1.268
H 1.400 -0.928 -4.102
*
```

=====

Entry 6:
The following is a DFT calculation (ωB97M-V/def2-TZVPD) of a molecular structure, C31H36Br2MoN2O2P2S2.

Computed properties:
E   -221984.5576 eV
Energy above the lowest of the compared OMol25 structures with the same formula, charge and spin   0.000 eV
Largest force on an atom   1.9 eV/A
Kohn-Sham gap   0.23952 Eh

Geometry as ORCA input:
```
! wB97M-V def2-TZVPD RIJCOSX def2/J DEFGRID3
* xyz 2 1
Mo -0.277 0.142 -0.247
Br 1.901 0.897 1.494
C 3.100 0.291 0.107
Br 2.175 -0.983 -1.035
H 3.950 -0.207 0.557
H 3.370 1.141 -0.509
N -1.508 0.222 2.670
P -1.827 1.232 1.325
C -3.606 1.350 1.195
C -4.306 0.524 0.325
C -5.690 0.562 0.296
C -6.372 1.427 1.139
C -5.676 2.248 2.019
C -4.293 2.217 2.050
C -1.252 2.851 1.846
C -1.609 3.942 1.052
C -1.173 5.208 1.398
C -0.392 5.391 2.533
C -0.035 4.308 3.321
C -0.460 3.031 2.977
C -1.092 -1.082 2.504
C -1.202 -2.017 3.536
C -0.771 -3.301 3.316
C -0.250 -3.650 2.067
C -0.174 -2.682 1.105
N -0.567 -1.402 1.313
H -1.998 0.414 3.536
H -3.757 -0.146 -0.319
H -6.238 -0.080 -0.381
H -7.452 1.466 1.110
H -6.214 2.918 2.677
H -3.755 2.874 2.723
H -2.223 3.801 0.168
H -1.446 6.057 0.785
H -0.065 6.385 2.807
H 0.568 4.454 4.207
H -0.179 2.188 3.596
H -1.629 -1.720 4.484
H -0.846 -4.039 4.103
H 0.080 -4.655 1.851
H 0.204 -2.911 0.118
C -0.969 2.275 -6.282
C 0.110 1.954 -5.274
C 0.130 0.507 -4.841
O -0.014 2.855 -4.119
P -0.968 2.858 -2.877
S -2.683 2.013 -2.975
S 0.274 2.098 -1.277
O -0.905 4.333 -2.364
C -1.186 5.585 -3.109
C -2.332 5.418 -4.078
C 0.097 6.063 -3.747
H -0.858 1.618 -7.144
H -0.888 3.305 -6.629
H -1.959 2.117 -5.853
H 1.086 2.237 -5.667
H -0.863 0.182 -4.533
H 0.832 0.355 -4.017
H 0.451 -0.109 -5.681
H -1.476 6.258 -2.304
H -2.068 4.743 -4.893
H -2.563 6.391 -4.511
H -3.226 5.038 -3.585
H 0.404 5.399 -4.554
H 0.899 6.122 -3.012
H -0.063 7.059 -4.161
C -1.460 -0.551 -1.392
C -2.193 -1.398 -2.285
C -1.580 -2.619 -2.614
C -2.209 -3.507 -3.465
C -3.452 -3.188 -3.998
C -4.061 -1.978 -3.687
C -3.440 -1.082 -2.838
H -0.602 -2.852 -2.211
H -1.733 -4.445 -3.715
H -3.943 -3.881 -4.667
H -5.021 -1.730 -4.118
H -3.900 -0.128 -2.629
*
```